[1]
{"formula": "C2H8N3", "method": "the ωB97M-V functional and the def2-TZVPD basis", "species": ["C", "N", "H", "H", "H", "H", "N", "C", "N", "H", "H", "H", "H"], "xyz": [[-0.867615, 2.700961, -0.628544], [-0.679295, 1.469144, -0.820279], [-0.423553, 3.214193, 0.220511], [-1.470697, 3.310601, -1.303688], [-1.051771, 1.129038, -1.707010], [0.311273, -0.045275, -0.283300], [-0.248601, -2.244266, 0.891321], [0.948742, -1.737587, 0.672768], [1.112834, -0.588908, 0.096806], [-1.085336, -1.866314, 0.471892], [-0.370158, -2.958609, 1.578244], [1.849811, -2.284251, 0.900473], [1.974362, -0.098726, -0.089196]], "forces_ev_per_angstrom": [[-0.278, 0.326, -0.320], [0.560, -0.656, -0.131], [-0.091, -0.204, 0.160], [0.128, 0.032, -0.005], [-0.433, 0.343, 0.078], [0.074, 0.287, 0.568], [0.254, -0.052, -0.124], [0.199, 0.575, -0.435], [-0.877, 0.627, -0.899], [0.063, 0.265, 0.195], [0.024, -0.582, 0.018], [-0.075, -0.247, 0.701], [0.453, -0.714, 0.195]], "nbo_charge": [0.037, -0.699, 0.181, 0.176, 0.358, 0.445, -0.724, 0.398, -0.705, 0.427, 0.435, 0.233, 0.439], "homo_energy_ha": -0.529, "total_charge": 1, "fmax_ha_per_bohr": 0.02730, "relative_energy_ev": 1.254, "total_energy_ev": -6667.375}

[2]
{"formula": "C2H8N3", "method": "the ωB97M-V functional and the def2-TZVPD basis", "species": ["N", "C", "C", "N", "N", "H", "H", "H", "H", "H", "H", "H", "H"], "xyz": [[-1.500479, -0.869422, -0.018578], [-1.219571, 0.555753, 0.012642], [0.286183, 0.735613, -0.024711], [1.103528, -0.259178, 0.060036], [2.432401, -0.262213, -0.066704], [-2.349029, -1.096373, 0.485543], [-1.620344, -1.203908, -0.968770], [-1.653499, 1.145225, -0.806130], [-1.575628, 0.994776, 0.949608], [0.675432, 1.740384, -0.133518], [0.625358, -1.173540, 0.154184], [2.926931, -1.048760, 0.335522], [2.902636, 0.633909, -0.013609]], "forces_ev_per_angstrom": [[-0.155, -0.043, -0.090], [0.772, -0.555, 0.001], [0.246, -0.018, 0.056], [-2.037, 0.423, 0.116], [1.220, 0.067, -0.334], [0.121, -0.034, 0.039], [-0.066, 0.042, 0.034], [0.093, -0.071, 0.095], [0.027, 0.016, -0.075], [0.260, -0.026, -0.004], [0.100, 0.205, -0.001], [-0.333, 0.136, 0.067], [-0.248, -0.143, 0.095]], "nbo_charge": [-0.860, -0.283, 0.177, -0.228, -0.589, 0.402, 0.386, 0.234, 0.252, 0.224, 0.463, 0.417, 0.406], "homo_energy_ha": -0.536, "total_charge": 1, "fmax_ha_per_bohr": 0.04052, "relative_energy_ev": 2.325, "smiles": "NC/C=[NH+]/N", "total_energy_ev": -6666.304}

[3]
{"formula": "C2H8N3", "method": "the ωB97M-V functional and the def2-TZVPD basis", "species": ["H", "N", "N", "N", "C", "C", "H", "H", "H", "H", "H", "H", "H"], "xyz": [[-1.623444, 1.732359, 1.742808], [-1.508916, 0.836212, 1.383219], [-0.487317, 0.585826, 0.761633], [0.672597, 1.202729, 0.860251], [-0.758943, -0.443124, -0.204012], [0.463702, -0.936680, -1.023092], [1.324751, 0.783168, 0.139467], [0.744752, 2.206178, 1.061815], [-1.004001, -1.273350, 0.426474], [-1.581166, -0.220389, -0.832084], [0.490105, -0.470290, -2.002855], [1.389911, -0.833932, -0.519998], [0.172459, -1.896669, -1.301204]], "forces_ev_per_angstrom": [[0.681, 2.093, 1.834], [-1.451, -1.347, -1.061], [-1.480, 2.129, 0.831], [2.065, -0.770, -2.149], [3.084, -3.107, -0.718], [-1.900, 2.075, -0.649], [-0.754, 1.306, 1.294], [-0.399, -0.576, 0.113], [-0.633, -0.499, 0.280], [-0.769, 0.785, -0.231], [0.330, 0.675, 0.052], [0.948, -0.650, 0.387], [0.280, -2.114, 0.017]], "nbo_charge": [0.363, -0.250, 0.224, -0.550, -0.250, -0.642, 0.425, 0.440, 0.258, 0.267, 0.241, 0.210, 0.262], "homo_energy_ha": -0.596, "total_charge": 1, "fmax_ha_per_bohr": 0.08626, "relative_energy_ev": 4.650, "smiles": "[H]/N=[N+](\\N)CC", "total_energy_ev": -6663.979}

[4]
{"formula": "C2H8N3O", "method": "the ωB97M-V functional and the def2-TZVPD basis", "species": ["C", "C", "N", "O", "N", "N", "H", "H", "H", "H", "H", "H", "H", "H"], "xyz": [[0.855955, 1.319072, -0.082525], [0.158936, 0.033868, -0.075024], [0.883182, -1.112149, 0.060404], [2.276227, -0.993346, -0.147862], [-1.168995, -0.054808, -0.084965], [-1.688574, -1.338233, -0.037622], [0.937913, 1.614702, 1.026441], [0.317041, 2.025266, -0.878495], [1.805998, 1.303542, -0.586322], [0.337895, -1.897821, -0.235887], [2.725525, -0.610953, 0.613515], [-1.709264, 0.729605, -0.320602], [-2.238734, -1.468737, -0.861212], [-2.023113, -1.478454, 0.894488]], "forces_ev_per_angstrom": [[-1.327, 2.211, -0.895], [0.935, -1.533, 0.078], [0.007, 3.526, 0.332], [-1.207, -0.981, -1.152], [2.494, -0.827, 0.016], [0.941, 0.519, -0.197], [-0.163, 0.343, -1.890], [0.497, -0.936, 2.532], [0.652, -0.620, 0.407], [0.570, -1.472, -0.029], [-0.530, -0.179, 0.719], [-0.899, 1.205, -0.114], [-0.944, -0.630, 0.180], [-1.025, -0.627, 0.015]], "nbo_charge": [-0.728, 0.538, -0.264, -0.505, -0.371, -0.668, 0.289, 0.274, 0.284, 0.435, 0.497, 0.414, 0.403, 0.403], "homo_energy_ha": -0.548, "total_charge": 1, "fmax_ha_per_bohr": 0.06887, "relative_energy_ev": 4.318, "smiles": "C/C(NO)=[NH+]/N", "total_energy_ev": -8712.158}

[5]
{"formula": "C2H8N3O", "method": "the ωB97M-V functional and the def2-TZVPD basis", "species": ["C", "C", "N", "N", "N", "O", "H", "H", "H", "H", "H", "H", "H", "H"], "xyz": [[1.249803, -0.903347, -0.686010], [1.667925, 1.155726, 0.051921], [2.767598, 1.719426, 0.577695], [0.498891, 1.305390, 0.192921], [-4.151221, -1.798426, 0.033503], [2.173022, -0.046967, -0.624872], [0.172449, -0.630147, -0.534384], [1.445163, -1.824802, -1.129362], [-5.153616, -1.593430, 0.206185], [2.700737, 2.732300, 0.782893], [0.163883, 2.087768, 0.744258], [3.695645, 1.705092, 0.156129], [-3.865756, -2.736168, 0.275447], [-3.364521, -1.172413, -0.046321]], "forces_ev_per_angstrom": [[-0.573, 1.559, -1.268], [4.371, 1.124, 0.849], [1.457, 2.780, 0.082], [-4.099, 0.524, 0.121], [-0.545, -0.978, -0.128], [-2.106, -2.188, 0.132], [1.118, 0.075, 0.654], [0.978, -1.688, -0.460], [1.830, 0.342, -0.152], [-0.739, -0.927, 0.385], [-0.011, -0.061, -0.169], [-0.391, -1.204, -0.333], [-0.286, 0.261, 0.032], [-1.004, 0.380, 0.256]], "nbo_charge": [0.433, 0.667, -0.805, -0.689, -1.142, -0.336, 0.248, 0.206, 0.405, 0.421, 0.425, 0.429, 0.368, 0.369], "homo_energy_ha": -0.429, "total_charge": 1, "fmax_ha_per_bohr": 0.08931, "relative_energy_ev": 4.733, "total_energy_ev": -8711.742}

[6]
{"formula": "C2H8N3O", "method": "the ωB97M-V functional and the def2-TZVPD basis", "species": ["C", "N", "O", "H", "H", "H", "N", "C", "N", "H", "H", "H", "H", "H"], "xyz": [[2.014515, 0.391232, -0.281121], [2.732381, 1.519976, -0.093977], [0.838664, 0.220856, 0.147652], [2.528314, -0.432629, -0.774307], [3.720716, 1.544199, -0.350689], [2.450724, 2.179213, 0.596718], [-1.375461, -1.750170, 0.371466], [-2.284328, -0.791790, 0.103996], [-1.802700, 0.474120, -0.263526], [-0.574338, -1.348646, 0.824615], [-1.654486, -2.652990, 0.585873], [-3.394969, -1.010267, 0.322352], [-2.345064, 0.856677, -1.058919], [-0.853966, 0.800217, -0.130136]], "forces_ev_per_angstrom": [[1.576, 2.469, 0.608], [-0.998, -2.777, -0.551], [1.472, 0.138, 0.025], [-0.114, -0.432, -0.450], [-0.081, -0.211, -0.102], [-0.495, 0.958, 0.556], [-1.427, 3.718, -0.106], [1.715, 0.981, 0.140], [-2.985, -2.481, -0.161], [0.876, -0.715, -0.261], [-0.711, -1.981, 0.923], [1.616, 0.464, -1.451], [0.239, 0.396, 1.177], [-0.683, -0.527, -0.348]], "lowdin_spin": [0.071, 0.142, 0.722, 0.038, 0.003, 0.003, 0.002, 0.002, 0.018, 0.001, 0.000, 0.000, 0.000, -0.002], "homo_energy_ha": [-0.712, -0.709], "total_charge": 2, "spin_multiplicity": 2, "fmax_ha_per_bohr": 0.07747, "relative_energy_ev": 1.386, "s_squared": 0.759, "total_energy_ev": -8700.789}